Entry 1:
{"formula": "C3H2O3Rh", "method": "ωB97M-V/def2-TZVPD", "species": ["C", "C", "O", "C", "O", "O", "H", "Rh", "H"], "coordinates": [[1.39, 1.29, 0.27], [0.43, 1.16, -0.53], [-0.34, 0.27, -0.98], [-0.39, -1.30, -0.20], [0.52, -1.51, 0.61], [-1.59, -1.38, -0.13], [1.81, 2.03, 0.92], [-3.07, -0.14, -0.74], [1.23, -0.42, 0.78]], "charge": 2, "homo_ha": [-0.608, -0.755], "molar_mass_g_mol": 188.952, "spin_multiplicity": 6, "gap_ev": [4.8, 6.5], "largest_force_ev_per_a": 6.6, "lumo_ev": [-11.7, -14.1]}

***

Entry 2:
{"formula": "C19H32Cl2F9NbO7PS3", "method": "ωB97M-V/def2-TZVPD", "species": ["C", "C", "C", "Nb", "C", "C", "C", "Cl", "C", "C", "C", "S", "O", "O", "O", "C", "C", "C", "F", "F", "C", "F", "F", "S", "F", "F", "F", "F", "F", "C", "C", "O", "Cl", "P", "S", "H", "H", "H", "H", "H", "H", "H", "H", "H", "H", "H", "H", "H", "H", "H", "H", "H", "H", "H", "H", "H", "H", "H", "H", "H", "H", "C", "C", "C", "O", "C", "O", "O", "H", "H", "H", "H", "H", "H"], "coordinates": [[4.60, -0.63, 2.96], [3.91, 0.30, 2.08], [2.36, 0.55, 1.97], [1.18, -1.16, 0.95], [-0.48, -0.70, 2.50], [-1.01, 0.81, 2.43], [-1.66, 1.28, 3.84], [-0.75, 2.80, 4.40], [2.98, -1.67, -0.32], [3.54, -0.49, -1.27], [5.08, -0.13, -1.06], [5.43, 1.71, -1.20], [5.69, 2.15, -2.61], [4.28, 2.55, -0.66], [6.74, 2.11, -0.19], [-0.09, -2.92, 0.13], [-1.58, -2.47, -0.25], [-2.66, -3.67, -0.31], [-2.39, -4.74, 0.57], [-2.45, -4.24, -1.63], [-4.16, -3.15, -0.32], [-4.21, -2.04, -1.21], [-5.01, -4.14, -0.92], [-4.94, -2.68, 1.29], [-5.30, -4.25, 1.70], [-3.53, -2.68, 2.16], [-4.65, -1.05, 0.95], [-6.41, -2.47, 0.47], [-5.73, -2.19, 2.67], [0.24, 0.25, -0.55], [0.30, -0.10, -2.09], [-0.04, 0.82, -2.88], [0.75, -1.66, -2.90], [2.02, -2.90, 2.70], [3.14, -4.31, 1.91], [4.70, -1.72, 2.58], [5.06, -0.37, 3.97], [4.59, 0.98, 1.44], [2.21, 1.52, 1.39], [1.92, 0.71, 3.01], [-1.31, -1.49, 2.48], [0.01, -0.81, 3.55], [-0.21, 1.58, 2.18], [-1.85, 0.87, 1.64], [-2.76, 1.56, 3.67], [-1.63, 0.46, 4.64], [3.85, -1.93, 0.40], [2.79, -2.62, -0.93], [2.94, 0.47, -1.24], [3.44, -0.88, -2.35], [5.52, -0.53, -0.08], [5.67, -0.60, -1.92], [6.42, 2.82, 0.42], [0.43, -3.47, -0.72], [-0.18, -3.68, 0.99], [-2.03, -1.66, 0.41], [-1.57, -2.03, -1.32], [0.79, 1.27, -0.43], [-0.87, 0.51, -0.33], [2.59, -2.28, 3.86], [0.82, -3.57, 3.18], [-1.76, 3.12, -4.10], [-2.99, 3.84, -3.59], [-3.18, 5.22, -4.15], [-3.96, 5.85, -3.14], [-3.64, 5.23, -1.96], [-3.97, 5.62, -0.88], [-2.88, 4.12, -2.19], [-2.02, 2.52, -4.99], [-0.97, 3.81, -4.39], [-1.35, 2.45, -3.34], [-3.88, 3.22, -3.73], [-3.71, 5.22, -5.11], [-2.25, 5.78, -4.26]], "charge": -1, "homo_ha": -0.161, "molar_mass_g_mol": 834.427, "gap_ev": 5.0, "largest_force_ev_per_a": 5.7, "lumo_ev": 0.6}

***

Entry 3:
{"formula": "C2H6N4S2", "method": "ωB97M-V/def2-TZVPD", "species": ["C", "C", "H", "H", "H", "H", "H", "H", "N", "N", "N", "N", "S", "S"], "coordinates": [[1.49, 1.05, 0.13], [-0.83, 0.93, -0.02], [-0.91, -0.89, 1.00], [0.09, -1.74, -0.58], [1.19, 2.03, 0.06], [1.94, -1.41, -0.34], [-0.56, 1.93, -0.09], [-4.00, -0.52, -0.76], [0.13, -1.14, 0.37], [0.29, 0.21, -0.21], [2.73, 0.62, 0.41], [-2.09, 0.72, -0.04], [3.20, -0.93, -0.08], [-2.67, -0.87, 0.14]], "charge": 0, "homo_ha": -0.305, "molar_mass_g_mol": 150.232, "smiles": "NN(/C=N\\S)/C=N\\S", "gap_ev": 8.1, "largest_force_ev_per_a": 7.1, "lumo_ev": -0.2}

***

Entry 4:
{"formula": "C4H7BrNOV", "method": "ωB97M-V/def2-TZVPD", "species": ["O", "V", "Br", "C", "C", "C", "C", "N", "H", "H", "H", "H", "H", "H", "H"], "coordinates": [[-2.94, -2.82, -4.31], [-3.48, -1.65, -3.28], [-1.23, -0.27, -3.27], [2.17, -0.06, 0.75], [0.93, 0.85, 1.07], [-0.39, 0.24, 0.57], [-1.53, 0.88, 1.27], [-2.30, 1.46, 1.92], [2.25, -0.33, -0.30], [2.16, -0.98, 1.33], [3.12, 0.38, 1.06], [1.24, 1.88, 0.87], [0.86, 0.86, 2.16], [-0.46, -0.84, 0.66], [-0.41, 0.38, -0.51]], "charge": 2, "homo_ha": [-0.673, -0.676], "molar_mass_g_mol": 215.954, "spin_multiplicity": 3, "gap_ev": [6.5, 4.5], "largest_force_ev_per_a": 6.8, "lumo_ev": [-11.8, -13.9]}

***

Entry 5:
{"formula": "C23H32MnN2OPSi", "method": "ωB97M-V/def2-TZVPD", "species": ["Mn", "O", "C", "C", "C", "C", "C", "C", "N", "H", "H", "H", "H", "H", "H", "H", "C", "P", "C", "C", "C", "C", "C", "C", "C", "H", "H", "H", "H", "H", "H", "H", "H", "H", "H", "H", "C", "Si", "C", "C", "N", "C", "C", "C", "C", "C", "C", "H", "H", "H", "H", "H", "H", "H", "H", "H", "H", "H", "H", "H", "H"], "coordinates": [[-0.09, 0.22, -0.12], [1.75, -1.01, 0.15], [1.70, -2.02, 1.16], [0.26, -2.40, 1.41], [-0.03, -3.47, 2.23], [-1.35, -3.83, 2.42], [-2.34, -3.12, 1.76], [-1.97, -2.06, 0.96], [-0.69, -1.70, 0.79], [2.66, -0.77, -0.02], [2.14, -1.65, 2.09], [2.25, -2.90, 0.84], [0.77, -4.01, 2.72], [-1.61, -4.66, 3.06], [-3.39, -3.37, 1.86], [-2.71, -1.48, 0.42], [-0.32, -0.21, -3.80], [-1.08, 0.52, -2.32], [-1.51, 2.21, -2.83], [-2.68, -0.34, -2.16], [-3.79, 0.32, -1.63], [-4.97, -0.37, -1.40], [-5.05, -1.73, -1.69], [-3.95, -2.40, -2.21], [-2.76, -1.71, -2.44], [0.06, -1.20, -3.60], [0.52, 0.42, -4.10], [-1.05, -0.25, -4.62], [-2.26, 2.17, -3.61], [-0.61, 2.70, -3.21], [-1.87, 2.79, -1.98], [-3.73, 1.38, -1.39], [-5.83, 0.16, -1.01], [-5.97, -2.26, -1.52], [-4.01, -3.45, -2.44], [-1.91, -2.24, -2.84], [2.41, 1.89, 2.09], [1.32, 2.77, 0.86], [1.46, 4.59, 1.14], [2.06, 2.40, -0.84], [-0.23, 1.99, 0.84], [-1.45, 2.39, 1.41], [-1.66, 3.64, 2.00], [-2.89, 3.99, 2.53], [-3.97, 3.12, 2.50], [-3.79, 1.88, 1.91], [-2.56, 1.53, 1.39], [3.47, 2.12, 1.96], [2.28, 0.80, 2.00], [2.14, 2.16, 3.12], [2.49, 4.89, 0.91], [1.25, 4.87, 2.18], [0.79, 5.17, 0.49], [3.12, 2.65, -0.87], [1.55, 2.98, -1.62], [1.99, 1.35, -1.13], [-0.84, 4.35, 2.05], [-3.01, 4.97, 2.99], [-4.93, 3.41, 2.91], [-4.61, 1.17, 1.87], [-2.44, 0.54, 0.94]], "charge": 1, "homo_ha": [-0.352, -0.357], "molar_mass_g_mol": 466.520, "spin_multiplicity": 6, "gap_ev": [7.0, 6.9], "largest_force_ev_per_a": 0.8, "lumo_ev": [-2.6, -2.8]}

***

Entry 6:
{"formula": "C30H44N4O4P2Ti", "method": "ωB97M-V/def2-TZVPD", "species": ["Ti", "C", "C", "N", "C", "C", "N", "C", "C", "N", "H", "H", "H", "H", "H", "H", "H", "H", "H", "H", "H", "H", "H", "H", "H", "C", "C", "C", "C", "C", "C", "P", "C", "C", "C", "C", "C", "C", "C", "C", "C", "C", "C", "C", "H", "H", "H", "H", "H", "H", "H", "H", "H", "H", "H", "H", "H", "H", "N", "C", "O", "C", "C", "H", "H", "H", "H", "H", "H", "C", "O", "P", "O", "C", "O", "C", "H", "H", "H", "H", "H", "H", "H", "H", "H"], "coordinates": [[0.11, 0.22, -0.13], [-2.42, 1.23, 1.77], [-2.09, 2.71, 1.70], [-0.78, 3.01, 1.16], [-0.69, 4.02, 0.12], [-0.38, 3.42, -1.26], [-0.96, 2.09, -1.41], [-2.42, 2.07, -1.48], [-3.07, 0.97, -0.60], [-2.22, 0.54, 0.50], [-3.45, 1.13, 2.13], [-1.76, 0.74, 2.49], [-2.23, 3.13, 2.70], [-2.83, 3.21, 1.07], [-0.06, 3.06, 1.86], [0.10, 4.74, 0.36], [-1.62, 4.60, 0.09], [0.70, 3.29, -1.35], [-0.71, 4.12, -2.04], [-0.55, 1.62, -2.21], [-2.75, 1.93, -2.52], [-2.79, 3.05, -1.18], [-3.28, 0.10, -1.22], [-4.04, 1.34, -0.24], [-2.34, -0.45, 0.67], [2.31, 1.28, 7.31], [0.99, 1.28, 6.88], [0.70, 1.13, 5.53], [1.71, 0.95, 4.59], [3.03, 0.94, 5.04], [3.33, 1.12, 6.38], [1.19, 0.75, 2.84], [2.82, 0.80, 1.99], [3.61, -0.33, 1.78], [4.82, -0.24, 1.10], [5.26, 0.99, 0.63], [4.49, 2.13, 0.84], [3.27, 2.03, 1.51], [0.64, -0.98, 2.71], [0.89, -1.90, 3.73], [0.36, -3.18, 3.66], [-0.40, -3.52, 2.54], [-0.59, -2.60, 1.52], [-0.09, -1.28, 1.54], [2.54, 1.41, 8.36], [0.18, 1.41, 7.59], [-0.34, 1.13, 5.21], [3.84, 0.81, 4.33], [4.36, 1.11, 6.71], [3.26, -1.29, 2.15], [5.41, -1.13, 0.94], [6.20, 1.07, 0.11], [4.82, 3.09, 0.48], [2.67, 2.91, 1.65], [1.49, -1.61, 4.59], [0.54, -3.89, 4.45], [-0.83, -4.51, 2.47], [-1.15, -2.94, 0.65], [3.25, 1.14, -2.90], [2.43, 0.52, -2.03], [1.66, 1.19, -1.32], [2.39, -0.99, -1.99], [1.52, -1.46, -0.84], [3.38, 2.14, -2.78], [4.00, 0.63, -3.32], [3.44, -1.34, -2.02], [1.96, -1.28, -2.96], [2.14, -1.63, 0.04], [1.09, -2.43, -1.07], [-0.88, -3.53, -4.17], [-0.67, -2.90, -2.90], [-1.43, -1.60, -2.32], [-0.92, -0.36, -3.26], [-1.03, -0.31, -4.69], [-2.91, -1.74, -3.04], [-3.75, -2.73, -2.44], [-1.77, -3.15, -4.66], [-0.99, -4.60, -4.00], [-0.01, -3.35, -4.80], [-0.82, 0.71, -4.99], [-2.03, -0.59, -5.01], [-0.29, -0.97, -5.14], [-4.62, -2.87, -3.09], [-4.09, -2.41, -1.45], [-3.23, -3.69, -2.34]], "charge": 0, "homo_ha": [-0.176, -0.243], "molar_mass_g_mol": 634.521, "spin_multiplicity": 3, "gap_ev": [5.2, 7.0], "largest_force_ev_per_a": 0.7, "lumo_ev": [0.4, 0.4]}